# 1
Computed, not measured: a cluster of 10 separate species, C19H45N7O20 in total, with the ωB97M-V functional and the def2-TZVPD basis.

## Properties
net charge	0
SMILES	C[N+](=O)[O-].C[N+](=O)[O-].C[N+](=O)[O-].C[N+](=O)[O-].C[N+](=O)[O-].C[N+](=O)[O-].C[N+](=O)[O-].CCOC(C)=O.CCOC(C)=O.CCOC(C)=O
relative energy (zero: lowest compared OMol25 entry of this formula, charge and spin)	0.0	kJ/mol
energy	-2638.398300	a.u.
max |F|	1.72	eV/Å

Atoms and positions in Å:
1 H 1.477 -2.411 -8.287
2 O 4.718 1.717 -2.856
3 H 0.185 5.127 1.755
4 H -1.006 5.144 -3.778
5 H -6.548 2.825 -1.030
6 H 3.505 2.227 1.954
7 O 1.744 -4.303 2.656
8 H -0.535 5.005 -5.491
9 H 5.118 4.065 -2.742
10 H 0.842 0.119 -3.316
11 H 0.010 -3.320 0.204
12 H -3.641 -2.589 0.139
13 H -1.728 -6.775 4.148
14 H -7.693 1.904 -0.014
15 C 1.321 4.469 3.468
16 H -0.733 5.083 3.274
17 O 1.584 -3.552 4.662
18 O -2.978 -6.073 2.269
19 H -1.020 0.338 3.407
20 O -3.343 -0.111 0.226
21 C -5.668 1.179 -0.023
22 H 2.894 -0.301 -1.052
23 O 4.238 1.761 -0.758
24 H -4.137 -4.044 0.918
25 H 0.463 5.978 -4.317
26 C -0.023 -2.311 0.610
27 H -5.474 0.849 0.997
28 H 1.103 4.351 4.528
29 H 3.822 0.565 1.907
30 C -6.686 2.308 -0.081
31 O -0.488 3.304 2.280
32 O 0.570 -1.809 -5.496
33 O 5.830 2.634 1.877
34 H -2.068 1.232 -2.118
35 H 3.676 4.177 -1.709
36 H -6.515 3.007 0.735
37 H -2.149 2.572 -0.965
38 C -3.924 -3.624 -0.060
39 H -2.234 1.199 2.424
40 H -6.017 0.307 -0.578
41 C 1.442 0.468 -2.472
42 C -3.357 0.919 -0.390
43 C 1.105 -2.963 -7.430
44 C 2.787 -5.519 4.355
45 C 4.677 3.773 -1.790
46 H -1.326 -5.018 4.636
47 H 3.618 -5.628 3.661
48 N -5.141 -3.657 -0.877
49 O 1.312 -1.609 -1.213
50 H 0.033 -3.093 -7.479
51 O 1.390 -0.409 0.668
52 H -1.245 1.122 -0.567
53 H -0.338 -5.927 3.476
54 C -0.175 5.116 -4.476
55 H 1.837 3.553 3.173
56 O 1.685 3.744 -4.689
57 C -1.166 1.066 2.616
58 O -6.169 -3.264 -0.362
59 H 3.537 1.441 3.537
60 O -4.438 1.686 -0.566
61 N 4.540 2.292 -1.810
62 N -2.148 -5.314 2.729
63 H 1.604 -3.926 -7.357
64 H -3.099 -4.142 -0.528
65 C -2.143 1.485 -1.062
66 N 1.471 -2.211 -6.202
67 O -5.042 -4.061 -2.016
68 H 2.146 1.212 -2.827
69 H -0.649 0.807 1.700
70 C -0.746 2.381 3.215
71 O -0.687 2.600 4.395
72 N 5.403 1.791 2.639
73 C -1.340 -5.800 3.888
74 O 0.209 3.213 -3.214
75 O 6.063 1.220 3.484
76 O 2.653 -2.083 -5.976
77 H 3.216 -5.201 5.297
78 C 3.966 1.432 2.545
79 N 1.975 -4.351 3.844
80 N 0.636 3.916 -4.103
81 H 0.706 0.857 -1.766
82 H -1.066 -1.994 0.501
83 C 0.030 4.576 2.678
84 H 1.979 5.329 3.365
85 H 2.851 -1.175 -2.527
86 H 5.381 4.038 -1.010
87 H 2.128 -6.375 4.338
88 C 2.205 -0.659 -1.814
89 O -1.891 -4.199 2.305
90 C 0.939 -1.327 0.029
91 H 0.153 -2.354 1.682

# 2
Computed, not measured: a structure of composition C52H49AsN4OSW, with the ωB97M-V functional and the def2-TZVPD basis.

## Properties
net charge	+2
2S+1	3
relative energy (zero: lowest compared OMol25 entry of this formula, charge and spin)	446.7	kJ/mol
energy	-5005.576980	a.u.
max |F|	0.75	eV/Å

Atoms and positions in Å:
1 H -0.399 4.869 0.571
2 H 2.454 -0.844 1.554
3 C 4.978 1.619 -3.268
4 C -0.424 0.474 -2.946
5 H -1.825 -4.751 4.338
6 C 2.527 -1.346 -1.159
7 H 1.044 1.245 1.734
8 N 0.689 -2.611 -0.835
9 H -1.269 -3.978 5.806
10 C 4.783 2.262 -0.956
11 H 3.515 -5.190 2.746
12 C 1.591 -1.737 -0.199
13 H 0.522 -3.329 -2.841
14 C 0.501 -4.786 1.294
15 C 1.499 1.398 2.741
16 H -2.733 -3.538 -1.851
17 H -0.961 0.664 -5.014
18 C 1.504 -1.202 1.147
19 H -5.542 1.883 1.987
20 C 0.667 -6.938 -2.663
21 C 2.850 1.545 -2.193
22 C -4.338 -2.704 -0.724
23 C -2.176 1.737 1.693
24 H 0.455 0.153 7.018
25 C 0.528 -0.938 3.273
26 H -0.506 -8.532 -3.490
27 C 1.834 -4.544 1.589
28 C 3.013 1.580 2.671
29 H -0.093 -7.425 3.315
30 C -0.772 0.149 -1.617
31 C -1.726 -6.021 -1.576
32 H 3.528 0.716 2.247
33 H 0.085 3.721 1.852
34 H -4.052 -0.446 -2.263
35 H 6.625 2.265 -2.055
36 C 0.479 -0.149 5.980
37 H -0.501 -3.348 2.912
38 H -2.468 -0.411 -0.404
39 H -5.298 3.080 -0.157
40 C 0.999 0.329 3.667
41 C -1.505 -3.797 4.758
42 H 2.706 -1.856 -3.326
43 H -1.231 -6.040 1.636
44 C 0.035 -1.403 5.598
45 H 3.279 2.462 2.086
46 W 0.770 0.539 -0.260
47 H 2.279 -7.006 3.871
48 C -0.516 -7.631 -2.893
49 C -3.162 2.915 -0.189
50 H -4.155 -1.663 2.492
51 H 3.156 0.986 -4.236
52 C -0.198 -5.830 1.894
53 C 2.471 -5.358 2.516
54 C 0.961 0.702 5.010
55 C -0.316 -3.249 3.975
56 C -3.043 -3.170 -0.882
57 C -2.620 0.066 -3.771
58 As -0.441 -3.890 -0.097
59 H -0.321 -2.088 6.354
60 H -2.354 -3.111 4.725
61 C -3.438 1.546 2.229
62 C 0.659 -5.789 -1.894
63 C -0.547 -5.306 -1.382
64 H 3.410 1.723 3.676
65 C 3.620 1.346 -3.328
66 H -3.343 0.037 -4.574
67 C -1.704 -7.181 -2.341
68 H -3.029 3.429 -1.131
69 C 3.422 2.004 -1.013
70 C -4.743 -2.175 0.491
71 C -3.847 -2.094 1.550
72 H 1.056 2.343 3.059
73 N 0.444 -1.359 1.907
74 H 5.588 1.476 -4.150
75 H 0.562 -3.878 4.151
76 C 1.777 -6.381 3.144
77 C -2.113 -0.192 -1.406
78 N 0.856 0.959 -3.190
79 C -4.423 2.707 0.358
80 C -2.061 2.430 0.495
81 C 0.444 -6.618 2.835
82 H -3.548 1.024 3.171
83 H 1.308 1.692 5.285
84 H -5.025 -2.747 -1.559
85 S -0.466 2.691 -0.245
86 H 1.231 4.146 0.531
87 H -1.864 -2.477 2.231
88 H 5.229 2.633 -0.042
89 H 1.600 -7.302 -3.072
90 C 0.190 3.982 0.803
91 H 3.388 -0.722 -0.968
92 H -2.660 -5.712 -1.130
93 C -1.309 0.407 -4.022
94 H -5.756 -1.815 0.612
95 C 5.563 2.063 -2.087
96 H 1.595 -5.283 -1.694
97 H 2.799 2.235 -0.149
98 O -0.624 3.287 -1.573
99 C 1.088 -2.725 -2.152
100 H -2.620 -7.733 -2.494
101 H -1.305 1.342 2.207
102 C 2.198 -1.970 -2.384
103 C -4.558 2.030 1.561
104 C -3.014 -0.212 -2.460
105 H 2.392 -3.761 1.097
106 N 1.481 1.137 -2.113
107 C -2.161 -3.132 0.197
108 C -2.555 -2.573 1.412
109 C 0.060 -1.820 4.274

What is the energy in the first record?
-2638.398300 a.u.

Which of these has the highest energy?
C19H45N7O20